ORCA calculation (wB97M-V/def2-TZVPD) on a 4-piece molecular cluster, C9H24BrN3O3 overall in a non-equilibrium geometry.

LUMO energy = -5.634 eV
Strongest force on any atom = 1.39 eV/Å
ΔE to the lowest compared entry with this formula, charge and spin = 96.49 kJ/mol
HOMO energy = -14.0865 eV

Structure (ORCA input):
```
! RIJCOSX wB97M-V def2-TZVPD def2/J DEFGRID3
* xyz 2 1
Br -1.42 1.30 -0.53
C -2.97 -2.23 -0.66
C -3.36 -2.10 0.77
O -2.99 -2.79 1.65
N -4.37 -1.03 1.12
H -4.64 -0.50 0.28
H -5.23 -1.45 1.48
C -3.83 -0.12 2.20
H -3.84 -2.63 -1.20
H -2.12 -2.90 -0.72
H -2.68 -1.29 -1.13
H -4.67 0.47 2.57
H -3.21 0.60 1.67
H -3.35 -0.68 2.98
C 4.57 0.86 3.61
C 4.03 0.35 2.32
O 4.62 0.18 1.32
N 2.56 -0.01 2.32
H 2.42 -0.86 1.76
H 2.20 -0.21 3.26
C 1.71 1.10 1.71
H 4.08 0.45 4.50
H 4.47 1.95 3.65
H 5.62 0.59 3.72
H 1.55 1.84 2.50
H 0.73 0.71 1.45
H 2.21 1.49 0.83
C 2.10 1.13 -2.44
C 1.44 0.73 -3.71
O 1.90 0.10 -4.60
N -0.07 0.92 -3.73
H -0.37 1.34 -2.84
H -0.33 1.53 -4.51
C -0.76 -0.40 -3.80
H 1.74 0.49 -1.63
H 1.81 2.14 -2.15
H 3.18 1.05 -2.56
H -0.44 -1.01 -2.95
H -0.47 -0.87 -4.73
H -1.83 -0.24 -3.79
*
```

ORCA calculation (wB97M-V/def2-TZVPD) on C32H28CoF5N4O3S5SbSe as an isolated structure.

LUMO energy (alpha / beta) = 3.935 / 3.910 eV
Strongest force on any atom = 0.72 eV/Å
ΔE to the lowest compared entry with this formula, charge and spin = 18.23 kJ/mol
HOMO energy (alpha / beta) = -0.8074 / -2.1303 eV

Structure (ORCA input):
```
! RIJCOSX wB97M-V def2-TZVPD def2/J DEFGRID3
* xyz -2 4
Co 0.26 0.53 -0.89
Se 5.68 4.16 3.36
N 4.62 4.54 1.93
C 3.66 3.61 1.98
C 2.60 3.54 0.99
C 2.50 4.51 -0.02
C 1.48 4.45 -0.92
C 0.61 3.35 -0.87
N 0.71 2.40 0.03
C 1.64 2.51 1.02
C 1.63 1.60 2.16
N 0.60 0.72 2.26
C 0.56 -0.10 3.29
C 1.53 -0.10 4.31
C 2.56 0.80 4.23
C 2.64 1.68 3.14
C 3.70 2.66 3.04
N 4.70 2.73 3.93
H 3.25 5.29 -0.05
H 1.35 5.19 -1.70
H -0.17 3.23 -1.61
H -0.27 -0.79 3.32
H 1.44 -0.79 5.14
H 3.33 0.85 4.99
S -2.36 -5.67 0.37
Sb -2.17 -4.43 -1.56
S -0.36 -2.87 -0.72
S -0.20 -1.32 -2.16
S -2.02 -0.89 -2.93
C 3.38 -2.73 -1.52
C 3.29 -2.82 0.00
S 2.92 -1.25 0.80
O 1.93 -0.61 -0.12
C 4.51 -0.39 0.55
C 4.56 0.42 -0.74
H 3.28 -3.72 -1.96
H 4.33 -2.30 -1.85
H 2.58 -2.10 -1.91
H 4.21 -3.19 0.47
H 2.46 -3.46 0.30
H 5.28 -1.16 0.61
H 4.59 0.25 1.42
H 4.83 -0.18 -1.61
H 5.28 1.23 -0.63
H 3.59 0.86 -0.97
C -7.80 0.39 -0.05
C -6.32 0.18 0.15
C -5.85 -0.95 0.81
C -4.49 -1.18 0.98
C -4.05 -2.43 1.72
C -3.58 -0.25 0.46
C -2.16 -0.55 0.65
O -1.25 0.10 0.20
C -4.03 0.91 -0.20
C -3.09 1.92 -0.80
C -5.40 1.10 -0.33
H -8.38 -0.08 0.74
H -8.12 -0.06 -1.00
H -8.04 1.45 -0.09
H -6.56 -1.68 1.20
H -4.90 -3.08 1.90
H -3.60 -2.18 2.69
H -3.32 -3.02 1.17
H -1.90 -1.40 1.28
H -2.31 2.23 -0.11
H -3.66 2.80 -1.12
H -2.60 1.48 -1.67
H -5.75 1.98 -0.85
F 1.56 1.54 -7.73
C 1.53 1.42 -6.39
C 0.44 1.84 -5.67
F -0.61 2.38 -6.31
C 0.41 1.71 -4.29
F -0.69 2.14 -3.65
C 1.48 1.19 -3.55
O 1.52 1.10 -2.26
C 2.57 0.78 -4.33
F 3.65 0.25 -3.71
C 2.61 0.89 -5.70
F 3.69 0.48 -6.39
*
```

ORCA calculation (wB97M-V/def2-TZVPD) on one molecule with the formula C3H5NO2.

LUMO energy = 0.690 eV
Strongest force on any atom = 0.44 eV/Å
ΔE to the lowest compared entry with this formula, charge and spin = 5.03 kJ/mol
HOMO energy = -10.1940 eV

Structure (ORCA input):
```
! RIJCOSX wB97M-V def2-TZVPD def2/J DEFGRID3
* xyz 0 1
C 0.98 1.29 -0.59
C 0.61 -0.08 -0.07
O 1.38 -1.01 -0.03
N -0.72 -0.23 0.33
C -1.23 -1.46 0.70
O -2.42 -1.71 0.70
H 0.64 1.39 -1.63
H 2.07 1.36 -0.58
H 0.54 2.10 0.00
H -1.40 0.51 0.16
H -0.45 -2.17 1.00
*
```

ORCA calculation (wB97M-V/def2-TZVPD) on one molecule with the formula C3H11N3 in a non-equilibrium geometry.

LUMO energy = 0.992 eV
Strongest force on any atom = 2.12 eV/Å
ΔE to the lowest compared entry with this formula, charge and spin = 145.94 kJ/mol
HOMO energy = -8.9151 eV

Structure (ORCA input):
```
! RIJCOSX wB97M-V def2-TZVPD def2/J DEFGRID3
* xyz 0 1
N 0.81 2.06 0.73
C 0.29 1.98 -0.65
C -0.28 0.58 -1.02
N -0.40 -0.27 0.19
C 0.00 -1.68 0.04
N -0.12 -2.34 1.36
H 0.31 2.82 1.18
H 0.45 1.23 1.19
H -0.44 2.79 -0.80
H 1.06 2.25 -1.37
H 0.38 0.16 -1.77
H -1.26 0.55 -1.49
H -1.39 -0.40 0.34
H -0.61 -2.17 -0.71
H 1.06 -1.83 -0.20
H 0.74 -2.54 1.86
H -0.62 -3.18 1.14
*
```